# C43H68ClI2N3O9S9

A 8-piece molecular cluster, C43H68ClI2N3O9S9 overall (wB97M-V/def2-TZVPD, OMol25).

Last column: Mulliken charge in e.
CARTESIAN COORDINATES (ANGSTROEM)
C -5.83387 -0.23662 6.11794  -0.47
C -4.51379 -0.17686 5.63076  -0.58
C -2.91352 -0.09775 5.15141  0.56
C -1.90995 0.83085 6.06265  -0.87
C -0.31692 0.86994 5.56053  -0.53
C 0.21830 0.04325 4.20804  -0.04
C 1.81860 0.25823 3.85754  0.05
C 2.39248 1.75475 4.30286  -0.39
C 3.50435 2.16516 3.12316  -0.01
O 4.71097 1.55950 3.25620  -0.50
N 3.24802 3.16230 2.01525  -0.25
C 3.19972 2.52566 0.64439  0.67
C 2.07420 3.12135 -0.43842  -0.66
C 1.96392 2.52842 -1.99519  -0.29
C 2.95676 1.32320 -2.57275  -0.39
C 4.06439 0.72715 -1.47231  -0.46
C 4.16879 1.32984 0.08092  -0.26
C -0.79812 -0.91964 3.28993  -0.39
C -2.37917 -0.90849 3.83597  0.59
S -3.69562 -1.89339 2.86058  -0.11
C -2.95574 -1.80589 1.09991  0.31
C -4.02083 -1.82009 -0.14187  -0.14
S -5.88641 -1.94283 0.22461  -0.24
C -3.52318 -1.69676 -1.70344  -0.35
C -1.88446 -1.55807 -1.93086  0.28
C -1.30634 -1.37306 -3.48872  -0.54
C -2.38893 -1.80606 -4.64090  -0.19
O -2.70031 -3.23701 -4.45587  -0.39
C -1.74602 -1.54601 -6.13868  0.25
N -1.59533 -0.07822 -6.50362  -0.44
C -0.79980 -1.56175 -0.65669  0.00
Cl 0.98880 -1.36160 -1.17056  -0.07
C -1.29467 -1.69541 0.93678  -0.49
N -0.31436 -1.70927 2.08809  0.91
C 0.13648 -3.11224 2.45799  -0.21
I -1.24383 -4.72025 3.16274  0.00
C 1.57520 -3.58826 2.35419  0.07
C 1.99980 -5.14837 2.78378  -1.14
I 3.20349 -2.31640 1.64889  0.13
H -6.81080 -0.27708 6.79766  0.41
H -2.27191 1.40741 7.02403  0.40
H 0.40066 1.52843 6.23935  0.43
H 1.88010 0.25753 2.66509  0.00
H 2.48067 -0.62963 4.24683  0.30
H 1.52899 2.53688 4.19823  0.35
H 2.88868 1.72630 5.37798  0.23
H 2.32526 3.64738 2.14146  0.36
H 1.30815 3.97822 -0.17359  0.15
H 1.18909 2.95565 -2.78432  0.32
H 2.88863 0.93126 -3.69401  0.30
H 4.77915 -0.11638 -1.89077  0.26
H 5.00306 0.86440 0.75747  0.38
H -6.27662 -0.59041 0.48889  0.18
H -4.28156 -1.67167 -2.59464  0.14
H -0.31804 -1.98247 -3.64729  0.28
H -0.98826 -0.22380 -3.54673  0.30
H -3.39072 -1.20192 -4.54621  0.27
H -3.58015 -3.41486 -4.93341  0.35
H -0.69059 -2.07119 -6.26731  -0.53
H -2.51930 -2.01176 -6.91937  0.24
H -0.83506 -0.05749 -7.24776  0.27
H -1.30784 0.49893 -5.66877  0.22
H 3.14602 -5.32841 2.55134  0.31
H 1.88005 -5.26256 3.96397  0.29
H 1.40252 -5.96363 2.19416  0.33
C 4.79686 7.71542 -0.87651  -0.95
S 4.87369 6.23318 -1.91096  0.40
O 3.51659 5.59464 -1.88518  -0.51
C 5.94054 5.28824 -0.79667  -0.84
H 4.14314 8.44444 -1.36119  0.32
H 4.39270 7.46392 0.10698  0.29
H 5.79799 8.14026 -0.77333  0.37
H 5.46443 5.18955 0.18181  0.21
H 6.90296 5.79533 -0.69628  0.42
H 6.09828 4.29537 -1.22466  0.28
C -10.84086 -0.53601 5.23875  -0.98
S -9.16948 -0.01810 5.69840  0.53
O -9.15751 0.20096 7.18230  -0.62
C -9.25880 1.60741 4.90943  -0.90
H -11.02717 -1.52585 5.66212  0.32
H -11.57328 0.17128 5.63517  0.30
H -10.92012 -0.58777 4.15043  0.35
H -10.09083 2.17977 5.32654  0.33
H -9.39160 1.48297 3.83225  0.35
H -8.32277 2.13819 5.09907  0.29
C -4.10828 3.00905 -7.94916  -0.90
S -2.43690 3.52696 -7.48951  0.57
O -2.42493 3.74602 -6.00561  -0.62
C -2.52622 5.15247 -8.27847  -0.96
H -4.29459 2.01921 -7.52579  0.26
H -4.84070 3.71634 -7.55274  0.33
H -4.18755 2.95729 -9.03748  0.35
H -3.35825 5.72483 -7.86136  0.29
H -2.65902 5.02803 -9.35566  0.35
H -1.59019 5.68325 -8.08884  0.31
C 1.69094 0.84171 9.32449  -0.84
S -0.09332 1.11538 9.44520  0.57
O -0.40015 2.40474 8.74271  -0.62
C -0.10687 1.44828 11.22333  -1.00
H 1.94351 0.64955 8.27902  0.16
H 2.22888 1.72769 9.67020  0.32
H 1.96847 -0.02522 9.92848  0.39
H 0.54427 2.29605 11.44953  0.31
H 0.23152 0.56073 11.76295  0.37
H -1.12968 1.68637 11.52502  0.33
C -2.54665 -7.09885 -4.17598  -1.04
S -1.94904 -6.12977 -5.58196  0.76
O -3.14401 -5.73683 -6.39910  -0.66
C -1.14323 -7.51176 -6.42665  -0.98
H -3.12172 -6.44144 -3.51960  0.31
H -3.18780 -7.91075 -4.52757  0.32
H -1.69529 -7.50485 -3.62485  0.35
H -1.87270 -8.29769 -6.63653  0.34
H -0.33936 -7.90370 -5.79925  0.36
H -0.72259 -7.14734 -7.36692  0.22
C 1.34413 -4.99369 -9.17067  -1.00
S 0.66840 -3.59968 -8.23625  0.73
O 0.91570 -2.35679 -9.03884  -0.68
C 1.90402 -3.64917 -6.91582  -0.92
H 0.74579 -5.12924 -10.07475  0.32
H 2.38059 -4.78906 -9.44950  0.36
H 1.29097 -5.89993 -8.56297  0.31
H 2.90524 -3.52921 -7.33656  0.39
H 1.83180 -4.60097 -6.38449  0.31
H 1.70291 -2.83096 -6.22016  0.25
C 9.86961 2.79214 4.50464  -0.93
S 9.48505 2.88740 2.73940  0.46
O 9.04277 4.29113 2.44951  -0.61
C 8.00136 1.85546 2.82004  -0.72
H 10.75388 3.40290 4.70154  0.33
H 9.02931 3.17166 5.09093  0.30
H 10.07893 1.75504 4.77669  0.35
H 7.27868 2.29391 3.51239  0.22
H 8.27404 0.85008 3.14911  0.41
H 7.56023 1.80162 1.82186  0.21

## Properties
- 2S+1: 1


# CH8NO

A 2-piece molecular cluster, CH8NO overall (wB97M-V/def2-TZVPD, OMol25).

Last column: Mulliken charge in e.
CARTESIAN COORDINATES (ANGSTROEM)
N -1.86988 0.00132 0.56990  -0.48
H -2.83225 -0.16913 0.28647  0.38
H -1.50545 0.50982 -0.25428  0.37
H -1.33816 -0.86909 0.44751  0.37
H -1.85483 0.54095 1.42514  0.34
C 1.79787 0.31682 -0.33792  -0.53
O 0.67154 -0.61571 -0.31082  -0.52
H 1.81959 0.64239 0.69600  0.22
H 1.54141 1.18064 -0.94062  0.24
H 2.70063 -0.19762 -0.62972  0.30
H 0.86953 -1.34038 -0.95167  0.31

## Properties
- 2S+1: 1
- Net charge: +1
- Energy above the lowest of the compared OMol25 structures with the same formula, charge and spin: 0.923 eV


Number 1: total energy -7158.47491 Eh, LUMO -0.0163 hartree. Number 2: total energy -172.61601 Eh, LUMO -0.1501 hartree.